(1)
{
  "formula": "CH4N2O",
  "method": "ωB97M-V with the def2-TZVPD basis set",
  "e_above_lowest_kcal_mol": 46.0,
  "gap_ev": 11.00,
  "total_energy_ev": -6128.5111,
  "symbols": ["N", "N", "C", "O", "H", "H", "H", "H"],
  "xyz": [[1.18361, -0.32764, -0.36217], [0.25528, 0.01473, 0.60180], [-1.02161, 0.29564, 0.16616], [-1.25793, 0.56065, -1.00047], [0.66450, -0.77462, -1.22086], [1.59222, 0.58518, -0.68731], [0.37793, -0.56623, 1.51508], [-1.79399, 0.21228, 0.98777]],
  "forces_ev_per_angstrom": [[0.4, 0.3, -2.7], [-0.9, -1.7, 2.5], [-0.1, -0.2, 0.0], [-0.1, -0.2, 1.0], [1.2, 1.3, 2.0], [-0.5, -1.4, 0.0], [-0.6, 1.6, -2.3], [0.6, 0.3, -0.7]],
  "mulliken_charge": [-0.578, -0.111, 0.121, -0.547, 0.283, 0.268, 0.270, 0.295]
}

=====

(2)
{
  "formula": "CH4N2O",
  "method": "ωB97M-V with the def2-TZVPD basis set",
  "e_above_lowest_kcal_mol": 162.7,
  "gap_ev": [10.05, 7.48],
  "total_energy_ev": -6123.4532,
  "symbols": ["C", "N", "N", "O", "H", "H", "H", "H"],
  "xyz": [[1.01055, -0.99384, 0.39320], [-2.26288, 1.27462, 0.07160], [-1.95777, 0.13255, -0.08681], [-2.38244, -0.95822, -0.38207], [0.26610, -1.23881, 1.13229], [1.87364, -1.49857, 0.12683], [0.62647, -0.29398, -0.28464], [-3.30228, 1.61437, -0.24435]],
  "forces_ev_per_angstrom": [[-1.7, 0.6, 0.6], [-2.2, 2.3, -0.7], [-0.2, -1.2, 0.1], [-0.1, 0.4, -0.2], [0.5, -0.5, 0.4], [1.4, -1.1, 0.0], [-0.1, 1.0, -1.0], [2.3, -1.4, 0.7]],
  "mulliken_charge": [-0.833, -0.492, 0.628, -0.429, 0.266, 0.341, 0.244, 0.274]
}

=====

(3)
{
  "formula": "CH4N2O2",
  "method": "ωB97M-V with the def2-TZVPD basis set",
  "e_above_lowest_kcal_mol": 185.4,
  "gap_ev": [9.47, 9.65],
  "total_energy_ev": -8168.6460,
  "symbols": ["C", "N", "N", "O", "O", "H", "H", "H", "H"],
  "xyz": [[1.05990, 0.42792, 0.03811], [-0.95779, -0.86505, 0.21007], [-0.36644, 0.23778, 0.02309], [-2.14262, -1.11077, -0.00157], [-1.50718, 1.60688, -0.84514], [1.49290, 1.26866, 0.79282], [1.37999, 0.69608, -0.95703], [1.44808, -0.56220, 0.34152], [-0.40685, -1.69929, 0.39812]],
  "forces_ev_per_angstrom": [[0.8, 0.0, 2.2], [0.1, 0.6, -1.4], [-2.5, 2.1, -0.6], [0.4, 0.4, 0.5], [1.2, -1.2, 0.8], [-1.6, -2.0, -1.7], [0.1, 0.0, -0.3], [0.7, 0.5, -0.2], [0.8, -0.3, 0.5]],
  "mulliken_charge": [-0.581, 0.580, -0.187, -0.500, -0.317, 0.234, 0.229, 0.302, 0.241]
}

=====

(4)
{
  "formula": "CH4N2O2",
  "method": "ωB97M-V with the def2-TZVPD basis set",
  "e_above_lowest_kcal_mol": 95.4,
  "gap_ev": 9.53,
  "total_energy_ev": -8172.5492,
  "symbols": ["O", "N", "C", "N", "O", "H", "H", "H", "H"],
  "xyz": [[-2.33043, -0.55185, -0.15318], [-0.92130, -0.74033, -0.06877], [-0.23377, 0.33052, -0.02870], [1.15278, 0.28192, -0.03220], [1.74032, -0.94196, -0.18508], [-2.39561, 0.45240, 0.28829], [-0.68522, 1.36462, 0.00194], [1.71882, 0.97362, -0.62161], [1.95442, -1.16895, 0.79930]],
  "forces_ev_per_angstrom": [[1.1, 4.4, 2.4], [-0.2, 0.0, -0.4], [-0.5, 0.0, -0.8], [1.1, 2.9, -0.7], [0.7, -1.5, 2.9], [-0.7, -3.7, -1.8], [0.6, -0.9, -0.1], [-1.7, -1.1, 1.2], [-0.4, 0.1, -2.7]],
  "mulliken_charge": [-0.319, -0.253, 0.005, -0.164, -0.398, 0.334, 0.178, 0.262, 0.356]
}

=====

(5)
{
  "formula": "CH4N2O2",
  "method": "ωB97M-V with the def2-TZVPD basis set",
  "e_above_lowest_kcal_mol": 98.0,
  "gap_ev": 11.22,
  "total_energy_ev": -8172.4350,
  "symbols": ["H", "N", "N", "O", "O", "C", "H", "H", "H"],
  "xyz": [[-1.70130, 1.62878, -0.22243], [-2.02600, 0.77256, 0.10236], [-1.13410, -0.11514, 0.05185], [-1.21501, -1.30268, 0.23118], [0.19477, 0.49768, -0.34729], [1.26153, -0.25140, 0.01117], [0.83740, -1.29781, 0.15211], [1.79414, 0.27868, 0.90424], [1.98857, -0.21066, -0.88319]],
  "forces_ev_per_angstrom": [[1.4, 1.8, -0.5], [-0.5, -3.7, 0.6], [-0.6, 2.0, -0.4], [0.5, 0.9, 0.1], [-2.8, 1.0, -0.5], [2.6, -0.9, 0.2], [1.3, 1.0, 0.3], [-0.9, -1.5, -1.2], [-1.0, -0.4, 1.4]],
  "mulliken_charge": [0.286, -0.766, 1.185, -0.585, -0.347, -0.437, 0.304, 0.184, 0.176]
}

=====

(6)
{
  "formula": "CH4N2O2",
  "method": "ωB97M-V with the def2-TZVPD basis set",
  "e_above_lowest_kcal_mol": 34.9,
  "gap_ev": 10.27,
  "total_energy_ev": -8175.1729,
  "symbols": ["H", "N", "N", "H", "O", "C", "O", "H", "H"],
  "xyz": [[-3.11930, 0.37938, -0.06738], [-2.57242, -0.44493, 0.30449], [-1.38843, -0.07341, 0.38422], [-0.90394, -0.68975, 0.98342], [1.60222, -0.82535, 0.58803], [1.94863, -0.00891, -0.21786], [1.17604, 0.80662, -0.79687], [2.95025, -0.01758, -0.83841], [0.30695, 0.87395, -0.33966]],
  "forces_ev_per_angstrom": [[0.5, -1.0, -0.6], [0.2, 1.4, 0.6], [-1.8, 1.5, -0.4], [1.2, -1.8, 0.4], [0.4, -0.1, 1.0], [2.8, -2.8, -1.4], [-2.1, 3.2, -1.1], [-1.2, 0.0, 1.7], [0.0, -0.3, -0.2]],
  "mulliken_charge": [0.246, -0.484, -0.028, 0.231, -0.506, 0.264, -0.372, 0.248, 0.400]
}

=====

(7)
{
  "formula": "CH4N2O2S",
  "method": "ωB97M-V with the def2-TZVPD basis set",
  "e_above_lowest_kcal_mol": 50.1,
  "gap_ev": 10.00,
  "total_energy_ev": -19009.7524,
  "symbols": ["O", "C", "N", "O", "N", "S", "H", "H", "H", "H"],
  "xyz": [[-0.22254, 1.95083, -0.20434], [0.03781, 0.71313, -0.05493], [1.34091, 0.15488, 0.18881], [1.68737, -1.08457, -0.20553], [-0.88673, -0.22311, 0.19464], [-2.47383, -0.28116, -0.22677], [2.04843, 0.99942, 0.05939], [1.89723, -0.83625, -1.14565], [-0.50438, -1.11105, 0.34185], [-2.92426, -0.28213, 1.05254]],
  "forces_ev_per_angstrom": [[1.7, -4.2, 0.1], [-0.1, 3.6, 0.7], [0.0, 6.6, 1.2], [0.7, -0.1, -2.7], [0.2, -0.5, -0.4], [-1.6, 0.4, 0.2], [-1.4, -2.7, 0.2], [0.0, -1.8, 0.7], [0.7, -1.4, 0.3], [-0.2, 0.1, -0.4]],
  "mulliken_charge": [-0.609, 0.547, -0.292, -0.365, -0.244, -0.139, 0.287, 0.365, 0.315, 0.135]
}

=====

(8)
{
  "formula": "CH4N2O2S",
  "method": "ωB97M-V with the def2-TZVPD basis set",
  "e_above_lowest_kcal_mol": 80.3,
  "gap_ev": 9.90,
  "total_energy_ev": -19008.4437,
  "symbols": ["C", "N", "N", "O", "O", "S", "H", "H", "H", "H"],
  "xyz": [[-1.05634, -0.82173, -0.28332], [-1.63510, -1.09248, -1.31474], [-0.24886, 1.02204, -0.53720], [0.18817, 0.44128, 1.88882], [2.14364, 0.56035, 0.30302], [0.63930, 1.38216, 0.86035], [-0.68396, -0.95394, 0.68875], [-1.95410, -1.99513, -1.46014], [2.33995, 0.42305, 1.22528], [0.26730, 1.03440, -1.37083]],
  "forces_ev_per_angstrom": [[0.9, 3.7, -3.0], [1.4, 1.7, 1.1], [-2.0, -1.8, 3.9], [-0.3, 0.4, 0.2], [-2.0, 1.5, 0.6], [0.5, -1.7, -3.2], [0.2, -0.7, 1.2], [-1.2, -2.2, -0.2], [1.4, -0.8, 0.6], [1.1, -0.1, -1.3]],
  "mulliken_charge": [0.176, -0.391, -0.605, -0.605, -0.498, 0.650, 0.423, 0.270, 0.302, 0.279]
}

=====

Copy entry 8 word for word.
{
  "formula": "CH4N2O2S",
  "method": "ωB97M-V with the def2-TZVPD basis set",
  "e_above_lowest_kcal_mol": 80.3,
  "gap_ev": 9.90,
  "total_energy_ev": -19008.4437,
  "symbols": ["C", "N", "N", "O", "O", "S", "H", "H", "H", "H"],
  "xyz": [[-1.05634, -0.82173, -0.28332], [-1.63510, -1.09248, -1.31474], [-0.24886, 1.02204, -0.53720], [0.18817, 0.44128, 1.88882], [2.14364, 0.56035, 0.30302], [0.63930, 1.38216, 0.86035], [-0.68396, -0.95394, 0.68875], [-1.95410, -1.99513, -1.46014], [2.33995, 0.42305, 1.22528], [0.26730, 1.03440, -1.37083]],
  "forces_ev_per_angstrom": [[0.9, 3.7, -3.0], [1.4, 1.7, 1.1], [-2.0, -1.8, 3.9], [-0.3, 0.4, 0.2], [-2.0, 1.5, 0.6], [0.5, -1.7, -3.2], [0.2, -0.7, 1.2], [-1.2, -2.2, -0.2], [1.4, -0.8, 0.6], [1.1, -0.1, -1.3]],
  "mulliken_charge": [0.176, -0.391, -0.605, -0.605, -0.498, 0.650, 0.423, 0.270, 0.302, 0.279]
}

=====

> What is the formula in the seventh record?

CH4N2O2S